Entry 1:
The following is a quantum chemistry calculation of a molecular structure, C37H37BrMnN5O2, from the OMol25 dataset.

Positions of all 83 atoms, in Å:
Mn (-0.03950, 1.85794, -0.31771)
C (3.77270, 0.55329, 1.01077)
C (2.37859, 1.03521, 0.82775)
N (1.82632, 1.26163, -0.31713)
C (2.46355, 0.94587, -1.59045)
C (1.36123, 0.79928, -2.64829)
N (0.28725, 1.80691, -2.45783)
C (0.66502, 3.13311, -3.01933)
C (1.29786, 3.99341, -1.94093)
N (0.44103, 3.91488, -0.73953)
C (-0.83181, 4.70165, -0.90527)
C (-2.03466, 3.77859, -0.64524)
N (-1.53975, 2.88802, 0.38374)
C (-1.63053, 3.08262, 1.65318)
C (-2.47567, 4.08673, 2.34524)
C (-0.60452, 2.31078, 2.39170)
C (-0.43995, 2.15614, 3.75667)
C (0.70203, 1.50438, 4.21073)
C (1.68914, 1.11964, 3.31340)
C (1.47450, 1.32200, 1.95694)
N (0.31166, 1.84132, 1.53085)
H (4.44369, 1.03250, 0.29809)
H (3.81939, -0.52629, 0.83260)
H (4.13533, 0.74601, 2.01668)
H (3.03292, 0.01572, -1.52808)
H (3.17043, 1.73176, -1.86814)
H (0.89636, -0.17290, -2.53918)
H (1.79202, 0.86427, -3.64998)
H (-0.50116, 1.47791, -3.00946)
H (-0.23478, 3.61721, -3.40007)
H (1.34801, 3.02069, -3.86293)
H (1.40160, 5.02233, -2.29236)
H (2.29121, 3.63550, -1.67927)
H (0.96260, 4.34005, 0.02136)
H (-0.89081, 5.12526, -1.90596)
H (-0.85042, 5.52324, -0.19007)
H (-2.28027, 3.19057, -1.53242)
H (-2.92394, 4.34333, -0.36927)
H (-3.10462, 4.65100, 1.66385)
H (-1.83327, 4.78677, 2.88566)
H (-3.11210, 3.60774, 3.09202)
H (-1.17296, 2.53024, 4.45759)
H (0.83762, 1.33564, 5.27036)
H (2.60348, 0.66652, 3.66973)
Br (-4.89652, -2.27759, -3.57443)
C (-4.78950, -1.79009, -1.74611)
C (-5.80356, -2.14724, -0.86429)
C (-5.71362, -1.78578, 0.47481)
C (-4.61296, -1.09425, 0.94044)
C (-3.58435, -0.75530, 0.05082)
C (-3.68273, -1.09389, -1.30376)
C (-2.40225, -0.12322, 0.59231)
O (-2.07149, 0.05872, 1.71623)
O (-1.45674, 0.29725, -0.47696)
H (-6.65215, -2.71727, -1.21719)
H (-6.50611, -2.05834, 1.15757)
H (-4.52573, -0.81749, 1.98204)
H (-2.89716, -0.84626, -2.00252)
C (-0.25126, -0.29050, -0.35451)
C (0.36302, -1.36891, -0.23662)
C (1.04611, -2.54811, -0.12241)
C (1.47244, -3.03702, 1.17011)
C (0.92315, -2.55895, 2.37380)
C (1.39864, -3.02248, 3.58196)
C (2.44311, -3.94550, 3.61989)
C (3.01397, -4.40696, 2.43991)
C (2.52657, -3.97120, 1.22338)
C (1.20928, -3.40632, -1.30614)
C (0.73478, -4.72412, -1.21574)
C (0.66865, -5.51879, -2.34639)
C (1.09904, -5.03459, -3.57345)
C (1.66192, -3.76507, -3.65294)
C (1.71491, -2.96072, -2.53118)
H (0.09212, -1.86291, 2.33913)
H (0.95395, -2.67507, 4.50481)
H (2.81408, -4.30200, 4.57127)
H (3.84505, -5.09801, 2.46733)
H (2.98427, -4.31255, 0.30562)
H (0.37161, -5.10132, -0.26892)
H (0.27437, -6.52283, -2.26980)
H (1.02900, -5.65121, -4.45861)
H (2.07096, -3.40984, -4.58914)
H (2.23024, -2.01274, -2.58034)

Net charge: +3
Relative energy (zero: lowest compared OMol25 entry of this formula, charge and spin): 0.086 eV
Electronic energy: -5580.43340 hartree
Frontier orbital gap (spin up / spin down): 5.94 / 6.28 eV
Maximum force: 2.0 eV Å⁻¹
Lowest unoccupied orbital energy (spin up / spin down): -9.87 / -9.28 eV
Multiplicity: 2
HOMO (spin up / spin down): -0.5810 / -0.5718 hartree


Entry 2:
The following is a quantum chemistry calculation of 3 unconnected molecules or ions with the total composition C18H21NO6, from the OMol25 dataset.

Positions of all 46 atoms, in Å:
C (-2.94733, 1.57782, -2.74529)
C (-1.90302, 1.66392, -4.01762)
C (-0.60164, 2.62495, -3.59422)
O (-0.18308, 3.61712, -4.42617)
O (0.02418, 2.32756, -2.29671)
C (1.46435, 1.99557, -2.44601)
N (2.02281, 1.99019, -1.00725)
C (1.74800, 0.49178, -3.04341)
C (0.73041, -0.66415, -2.39485)
H (-3.72953, 2.47437, -2.76432)
H (-3.51100, 0.53197, -2.80906)
H (-2.42710, 1.63774, -1.68924)
H (-1.41568, 0.61062, -4.29561)
H (-2.39670, 2.11970, -4.99841)
H (1.98793, 2.85278, -3.08755)
H (2.30213, 2.99265, -0.78731)
H (1.16197, 1.85222, -0.39628)
H (1.75390, 0.44123, -4.23286)
H (2.84394, 0.17010, -2.71024)
H (1.09541, -1.75712, -2.67805)
H (0.80427, -0.60673, -1.21193)
H (-0.38833, -0.51466, -2.71920)
O (-1.59868, 1.29483, 5.68639)
C (-1.43105, 1.23588, 4.47605)
C (-0.22697, 1.80564, 3.83982)
C (-0.04576, 1.74267, 2.51712)
C (-1.04046, 1.09958, 1.63575)
O (-0.87283, 1.04063, 0.42541)
C (-2.24453, 0.52982, 2.27198)
C (-2.42574, 0.59278, 3.59468)
H (0.49370, 2.27334, 4.49989)
H (0.83129, 2.15619, 2.03439)
H (-2.96520, 0.06211, 1.61191)
H (-3.30280, 0.17927, 4.07741)
O (2.08400, -5.63989, 0.51420)
C (1.75424, -4.67231, 1.18617)
C (1.26060, -4.83069, 2.56836)
C (0.89850, -3.77311, 3.30098)
C (0.97795, -2.40143, 2.76063)
O (0.64819, -1.43384, 3.43259)
C (1.47159, -2.24304, 1.37844)
C (1.83370, -3.30062, 0.64582)
H (1.20885, -5.84312, 2.95062)
H (0.53364, -3.87180, 4.31606)
H (1.52334, -1.23061, 0.99618)
H (2.19855, -3.20193, -0.36926)

Net charge: 0
Relative energy (zero: lowest compared OMol25 entry of this formula, charge and spin): 5.830 eV
Electronic energy: -1204.48484 hartree
Frontier orbital gap: 8.14 eV
Maximum force: 8.9 eV Å⁻¹
Lowest unoccupied orbital energy: -1.80 eV
Multiplicity: 1
HOMO: -0.3654 hartree


Entry 3:
The following is a quantum chemistry calculation of a single C5H4O2S molecule, from the OMol25 dataset.

Positions of all 12 atoms, in Å:
C (-2.04406, -1.33426, 0.15106)
C (-0.91540, -0.60879, -0.10641)
S (0.58423, -1.33998, -0.06315)
C (1.51172, 0.26690, 0.16766)
O (2.67926, 0.35896, -0.03849)
C (0.53438, 1.41357, 0.03171)
C (-0.98579, 0.95007, -0.07938)
O (-1.97636, 1.68179, -0.06180)
H (-1.99776, -2.33087, 0.18082)
H (-3.02994, -0.86278, 0.06841)
H (0.87383, 2.34296, -0.50563)
H (0.57790, 1.83943, 1.08125)

Net charge: 0
Relative energy (zero: lowest compared OMol25 entry of this formula, charge and spin): 1.344 eV
Electronic energy: -741.53726 hartree
Frontier orbital gap: 8.75 eV
Maximum force: 5.0 eV Å⁻¹
Lowest unoccupied orbital energy: -0.45 eV
Multiplicity: 1
HOMO: -0.3381 hartree


Entry 4:
The following is a quantum chemistry calculation of a molecular structure, C4H5ClSi, from the OMol25 dataset.

Positions of all 11 atoms, in Å:
C (1.04325, 0.16567, 0.40761)
C (0.33063, 1.26361, 0.06470)
C (0.55442, -1.10681, 0.31263)
C (-1.04172, 0.62411, -1.13963)
Si (-0.94980, -1.20225, -0.85530)
Cl (-0.68168, -2.25124, -2.55329)
H (1.95624, 0.41864, 0.94697)
H (0.62974, 2.31495, -0.10511)
H (0.95787, -1.96587, 0.65642)
H (-1.52395, 1.34629, -1.81614)
H (-1.89951, -2.01824, -0.20721)

Net charge: 0
Relative energy (zero: lowest compared OMol25 entry of this formula, charge and spin): 3.248 eV
Electronic energy: -904.96694 hartree
Frontier orbital gap (spin up / spin down): 7.68 / 8.19 eV
Maximum force: 6.9 eV Å⁻¹
Lowest unoccupied orbital energy (spin up / spin down): -0.73 / -0.85 eV
Multiplicity: 1
HOMO (spin up / spin down): -0.3092 / -0.3322 hartree


Entry 5:
The following is a quantum chemistry calculation of a molecular structure, C30H43N5O5Zr, from the OMol25 dataset.

Positions of all 84 atoms, in Å:
Zr (-1.36260, 0.52603, 2.06288)
O (0.06965, -0.56895, 1.21717)
H (-1.56241, 2.35288, -6.17841)
O (-1.92922, 0.91874, 3.70928)
H (-2.16697, 0.78695, 4.61801)
C (1.08624, -2.13895, -1.15907)
C (-0.19926, -2.42886, -1.90473)
N (-0.72819, -3.80500, -1.64761)
C (0.28648, -4.84544, -1.90363)
C (0.68881, -5.00571, -3.35917)
C (-1.96779, -4.02529, -2.28577)
C (-2.50285, -5.45929, -2.21207)
H (1.32716, -1.04020, -1.17618)
H (1.90076, -2.57234, -1.75109)
H (1.05588, -2.57314, -0.15493)
H (-0.88695, -1.66168, -1.48486)
H (-0.14803, -2.32285, -3.01328)
H (1.16972, -4.70466, -1.24945)
H (-0.10076, -5.82982, -1.57634)
H (1.44609, -5.80356, -3.46001)
H (-0.15301, -5.19223, -3.99968)
H (1.19653, -4.06409, -3.62176)
H (-1.91529, -3.70807, -3.33679)
H (-2.75205, -3.35387, -1.87276)
H (-2.65775, -5.86807, -1.21210)
H (-1.80383, -6.15447, -2.65953)
H (-3.39610, -5.59989, -2.79701)
C (1.82878, 3.89358, -1.99661)
C (3.14556, 3.38545, -2.44599)
C (4.24987, 4.42602, -2.29329)
O (5.36036, 3.62934, -1.86190)
C (4.92045, 2.39851, -1.54222)
O (5.66046, 1.54777, -1.10460)
O (3.61523, 2.23010, -1.72621)
H (1.51990, 4.77059, -2.51126)
H (1.86574, 4.08064, -0.92641)
H (1.04018, 3.15507, -2.13569)
H (3.03075, 3.05499, -3.49291)
H (3.97405, 5.05436, -1.46606)
H (4.44497, 5.01367, -3.17596)
N (-2.47887, -1.49555, 2.51647)
C (-2.22562, -2.20530, 1.41836)
C (-2.58933, -3.52061, 1.27361)
C (-3.22832, -4.13777, 2.29747)
C (-3.49843, -3.42072, 3.47776)
C (-3.16992, -2.07577, 3.56816)
H (-1.76443, -1.70552, 0.54868)
H (-2.20855, -4.00382, 0.35043)
H (-3.63218, -5.16258, 2.15847)
H (-4.03484, -3.89421, 4.29606)
H (-3.46110, -1.44196, 4.37340)
N (3.82214, 1.45539, 1.63911)
C (4.39864, 2.34921, 2.44889)
C (5.70702, 2.41123, 2.87028)
C (6.64770, 1.52672, 2.35550)
C (6.19530, 0.65634, 1.36211)
C (4.79240, 0.58780, 1.21686)
H (3.85817, 3.21366, 2.84446)
H (6.10740, 3.19157, 3.48445)
H (7.71103, 1.58887, 2.61356)
H (6.81660, -0.06448, 0.81838)
H (4.49839, -0.17530, 0.51957)
N (-3.39788, 1.01759, 0.78052)
C (-4.65138, 0.79541, 1.05090)
C (-5.60539, 0.72366, 0.05436)
C (-5.19948, 0.62133, -1.24203)
C (-3.82852, 0.83402, -1.55277)
C (-2.98988, 1.12668, -0.51379)
H (-4.85329, 0.59860, 2.11057)
H (-6.65152, 0.54075, 0.31148)
H (-5.91075, 0.45640, -2.02505)
H (-3.51054, 0.92049, -2.59887)
H (-1.97047, 1.46000, -0.71228)
N (-1.04866, 2.60118, 1.96385)
C (-2.07844, 3.45438, 1.99243)
C (-1.83612, 4.79593, 2.15336)
C (-0.52140, 5.24379, 2.22464)
C (0.42506, 4.25544, 2.44266)
C (0.16783, 2.92665, 2.37200)
H (-3.10562, 3.06530, 1.92222)
H (-2.58738, 5.51470, 2.31202)
H (-0.12483, 6.21735, 2.35578)
H (1.42609, 4.51071, 2.75897)
H (0.93882, 2.14411, 2.47502)

Net charge: +2
Electronic energy: -1865.18092 hartree
Frontier orbital gap: 1.48 eV
Maximum force: 9.1 eV Å⁻¹
Lowest unoccupied orbital energy: -10.97 eV
Multiplicity: 1
HOMO: -0.4573 hartree


Entry 6:
The following is a quantum chemistry calculation of a single C9H17NO3S molecule, from the OMol25 dataset.

Positions of all 31 atoms, in Å:
C (2.29065, -1.12643, 0.29444)
C (-0.40947, 1.36912, 0.74007)
C (-1.75466, 1.45897, 0.04245)
C (1.65730, 0.11622, 0.90451)
C (-2.24333, -1.23178, -0.46164)
C (2.75700, 1.15973, 1.14847)
C (-2.71024, -1.19038, -1.87452)
C (-1.46161, -2.13302, 0.09421)
C (0.98989, 1.12502, -1.21169)
N (0.55360, 0.53943, 0.04026)
O (2.94204, -1.16464, -0.71519)
O (2.05441, -2.20998, 1.03450)
O (-2.48377, -0.21041, 1.97062)
S (-2.90795, 0.09866, 0.60236)
H (-0.02548, 2.39225, 0.90446)
H (-0.59917, 0.91915, 1.72226)
H (-2.26298, 2.37708, 0.33832)
H (-1.69737, 1.41919, -1.03918)
H (3.47189, 0.77349, 1.87070)
H (2.32790, 2.07662, 1.54332)
H (3.28238, 1.37335, 0.22184)
H (-2.20458, -0.39693, -2.42422)
H (-3.78229, -0.99941, -1.92039)
H (-2.49426, -2.13318, -2.37168)
H (-1.05663, -2.97271, -0.44337)
H (-1.20554, -2.04885, 1.13794)
H (1.21829, -0.18801, 1.85843)
H (0.15263, 1.15046, -1.90846)
H (1.36821, 2.15048, -1.09116)
H (1.76795, 0.50287, -1.64557)
H (2.46517, -2.99633, 0.63791)

Net charge: 0
Relative energy (zero: lowest compared OMol25 entry of this formula, charge and spin): 0.000 eV
Electronic energy: -1031.75069 hartree
Frontier orbital gap: 9.23 eV
Maximum force: 1.4 eV Å⁻¹
Lowest unoccupied orbital energy: 0.70 eV
Multiplicity: 1
HOMO: -0.3135 hartree